ORCA calculation (wB97M-V/def2-TZVPD) on a single C6H8NOPS molecule in a non-equilibrium geometry.

The LUMO energy (spin up / spin down) is -1.23 / -1.26 eV. The value obtained for the energy above the lowest of the compared OMol25 structures with the same formula, charge and spin is 551.78 kJ/mol. The value obtained for the largest force on an atom is 3.51 eV Å⁻¹. Its electronic energy is -30008.195 eV.

Structure (XYZ):
```
18
Properties=species:S:1:pos:R:3:mulliken_charge:R:1
S 0.01 -1.43 -0.27 -0.192
P -0.53 0.22 1.05 0.732
O -0.69 -0.07 2.48 -0.646
N -1.87 0.92 0.27 -0.379
C 2.64 -0.13 -2.34 -0.582
C 2.07 0.85 -0.08 -0.234
C -3.18 0.21 0.44 -0.836
C 1.76 -1.48 -0.33 -0.840
C 2.35 -0.17 -1.06 0.598
C 1.07 1.08 0.73 -0.347
H -3.91 0.96 0.59 0.306
H 2.12 -1.45 0.67 0.491
H 1.21 1.96 1.48 0.288
H 2.02 -2.27 -1.05 0.338
H -3.18 -0.39 1.38 0.313
H -3.31 -0.55 -0.29 0.337
H -1.62 1.11 -0.76 0.316
H 3.04 0.64 -2.94 0.338
```